1.
30
Properties=species:S:1:pos:R:3:forces:R:3 method="wB97M-V/def2-TZVPD" e_tot_ev=-30862.6843 total_charge=-1 fmax_ev_per_a=3.82 homo_lumo_gap_ev=8.10
C -2.89799 -1.47153 0.17553 0.9764 2.6243 -0.2989
C -4.20301 0.28013 -1.21131 0.6789 0.1125 1.1227
C 3.97224 -1.00436 0.87518 0.7184 2.1995 -1.0737
C 0.90791 -1.23182 0.00847 0.9282 -2.0382 3.0948
C 2.03843 1.26266 1.75476 0.9237 -1.3806 1.1203
C 2.69566 0.74532 -1.36804 -1.6233 -2.4771 -0.4056
C -4.18814 -1.06671 -0.50781 0.2416 -0.7243 -1.9508
O -1.49730 1.25006 -0.12648 -0.6791 -0.6039 0.4844
O -0.75037 3.54526 -0.32941 0.1600 1.5070 0.0890
O -5.12356 -1.84238 -0.65162 0.3713 0.4019 0.6673
Si 2.32353 -0.08407 0.33274 1.8089 1.2766 -0.0327
P -1.86413 2.68646 0.14810 0.9326 -0.6979 -0.4178
H -2.21499 -1.79307 -0.61304 -0.1281 -0.2515 -0.1583
H -2.30713 -0.59327 0.60393 -1.1274 -0.8651 -0.5251
H -3.01358 -2.21973 0.89452 -0.4049 -1.3379 0.9681
H -3.23223 0.75188 -1.42808 -0.2495 -0.7417 -0.1238
H -4.51323 0.86359 -0.37111 -0.3220 1.0493 0.8001
H -4.96423 0.45861 -1.94285 -0.3436 -0.5618 -0.6080
H 3.71591 -1.50698 1.79924 0.6244 0.0020 0.4553
H 4.44464 -1.68783 0.17131 -0.5864 -0.4694 -0.1599
H 4.83886 -0.19526 0.90947 -1.9001 -1.3652 0.7574
H 0.03541 -0.69367 0.21400 -1.5876 1.0293 0.1324
H 0.86657 -1.55774 -1.00364 0.1312 -0.6160 -0.6535
H 0.89326 -2.10791 0.82429 0.1129 1.5142 -2.0304
H 1.28398 1.93051 1.44907 -1.6133 0.4719 -0.4839
H 1.68935 0.73801 2.75735 0.8702 1.1935 -1.8966
H 2.85901 2.03762 1.93023 -0.4153 -1.6247 -0.0217
H 3.72461 0.78892 -1.58869 1.4157 0.4310 -0.0601
H 2.28213 0.04707 -2.19104 0.4341 0.9105 1.2458
H 2.19839 1.67023 -1.51506 -0.3479 1.0317 -0.0367

2.
60
Properties=species:S:1:pos:R:3:forces:R:3 method="wB97M-V/def2-TZVPD" e_tot_ev=-482455.0715 total_charge=0 fmax_ev_per_a=6.52 relative_energy_kcal_mol=80.8 homo_lumo_gap_ev=9.46
C 1.92857 1.48009 -1.71563 1.2349 -1.4615 1.0874
C 2.58670 1.39613 -3.09840 -1.3991 0.4200 5.3058
O 2.49042 2.74130 -3.33397 1.9277 3.0545 -3.5359
C 2.63578 3.52885 -2.23914 1.0519 1.4022 1.4288
O 2.89603 4.70998 -2.10742 -0.8016 -2.7181 -1.3644
O 2.53082 2.69320 -1.19968 -1.0887 -0.8141 0.6902
F 1.85234 0.75491 -3.92340 -1.9860 -1.6298 -3.1025
H 2.31649 0.62570 -1.16099 -0.4664 0.3245 0.6564
H 0.83861 1.48276 -1.72478 0.0526 0.4170 -0.1477
H 3.44746 0.76395 -2.88033 1.5183 1.2279 -1.0751
C -2.37394 -1.17049 -3.82318 0.7042 0.2876 0.3856
C -1.05115 -1.82278 -3.99404 -1.0267 -1.1982 -2.0359
O -1.05665 -2.84142 -3.02417 1.4970 -1.2233 -1.3778
C -1.73028 -2.39265 -2.00270 -1.7895 -0.5363 3.7012
O -1.74039 -2.87579 -0.86136 0.0919 1.5803 -3.4008
O -2.49334 -1.35717 -2.44458 -1.2692 0.2271 2.6789
F -0.03856 -1.03388 -3.71347 1.3301 1.1822 0.0491
H -3.14250 -1.70964 -4.37701 -0.1613 0.2166 0.0482
H -2.29382 -0.10845 -4.05504 -0.3700 -0.0661 -0.0069
H -1.03977 -2.19045 -5.02009 0.9764 -0.6039 0.1628
C -4.18433 2.52110 0.20775 -0.8909 -0.6184 -0.6358
C -3.78013 1.33984 -0.66728 -0.7162 -0.7254 1.3409
O -2.82149 1.78472 -1.57966 0.5394 0.4872 0.4097
C -2.39090 2.95080 -1.12211 4.4176 4.7843 -0.3334
O -1.37333 3.61760 -1.52201 -4.9352 -3.5450 1.6213
O -3.18797 3.41639 -0.07930 3.0314 1.0143 -1.0783
F -4.81393 0.94017 -1.37925 -1.7717 -0.9939 -1.1865
H -4.27049 2.23977 1.25729 0.3307 0.1953 0.0212
H -5.10229 3.00152 -0.13083 -0.4183 -0.5289 0.0432
H -3.42868 0.51243 -0.05084 0.2951 -0.0516 -0.4983
C 2.10034 3.84830 4.29009 -1.1858 2.6440 0.1585
C 0.81797 3.20536 4.80223 1.7822 1.4591 -0.9692
O 0.60245 3.81139 6.03617 -1.7773 0.5782 0.9230
C 1.38057 4.92899 6.26099 2.7349 -1.0802 2.2435
O 1.50576 5.55208 7.32402 -1.3299 -1.7623 -4.1754
O 2.27021 4.92304 5.23015 0.7040 1.4112 1.0993
F 1.16898 1.93619 4.95677 -0.6722 -2.2917 0.8171
H 1.90473 4.44942 3.40212 0.4324 -0.9222 -0.6613
H 2.95313 3.16982 4.26793 -0.1273 0.2282 0.0080
H 0.01836 3.30906 4.06878 -0.5362 -0.2140 0.5716
C 2.31379 -4.16352 -1.96950 1.9037 0.6429 2.6751
C 3.56393 -4.17605 -0.96197 -3.0462 -0.1539 0.5044
O 3.19316 -3.19576 0.00604 -0.2129 1.2893 -0.7181
C 2.35121 -2.24396 -0.59161 -4.2287 -2.2379 1.6259
O 1.64434 -1.42030 0.01939 4.1014 -2.3328 -2.5339
O 1.94517 -2.80767 -1.81808 0.5518 2.8892 -0.0396
F 4.65909 -3.74592 -1.55909 1.3078 0.1014 -0.9140
H 1.42288 -4.62311 -1.54153 0.4271 -1.1870 -0.4348
H 2.71360 -4.48940 -2.92973 -0.7181 0.4320 -0.2242
H 3.70298 -5.13257 -0.45814 0.2535 0.1927 0.0818
C -1.23309 -0.80665 1.78834 -0.2830 -0.2797 0.0841
Br -0.72252 0.19115 0.25175 -0.5348 0.3692 -0.3240
Br -3.18617 -1.21286 1.87687 0.9697 0.5893 -0.2117
Br -0.56564 0.15332 3.31346 -0.2982 -0.3436 0.2112
H -0.70913 -1.75977 1.71674 -0.2829 0.1346 0.1503
C -1.37769 -4.81237 2.65731 -0.8692 -1.0809 1.0930
Br 0.49214 -5.28616 2.99074 -0.7970 0.8231 -0.1699
Br -2.21777 -3.56139 4.06531 1.2532 -1.5854 -1.2910
Br -2.35800 -6.56415 2.63233 0.2205 0.9884 0.1633
H -1.56407 -4.47498 1.63773 0.3494 0.5920 0.4053

3.
22
Properties=species:S:1:pos:R:3:forces:R:3 method="wB97M-V/def2-TZVPD" e_tot_ev=-10437.9823 total_charge=-1 fmax_ev_per_a=1.84 spin_multiplicity=2 relative_energy_kcal_mol=10.6 homo_lumo_gap_ev="2.66 / 9.12"
N -0.74247 0.33842 -0.67486 0.2245 -0.7474 0.7518
C -1.71546 1.16051 0.01784 -0.8126 1.3700 -0.9192
C -1.20208 1.32241 1.45141 0.5565 -1.1588 -0.4684
C 0.10666 0.49034 1.43519 0.2923 0.8292 0.0338
C 0.54410 0.64169 -0.01656 0.1859 -0.4535 0.1328
C 1.72188 -0.21623 -0.49055 -0.5297 -0.3291 -0.2872
N 1.78699 -1.64312 -0.09057 -0.3539 0.8189 -0.6305
H -0.77076 0.44701 -1.67190 0.2146 0.1419 -0.4095
H -1.81895 2.12765 -0.53620 0.3226 -0.0323 0.6522
H -2.75549 0.82527 -0.02344 0.1563 -0.7842 0.0379
H -1.90313 0.90755 2.17228 -0.0970 0.4393 0.2173
H -0.88521 2.34402 1.64143 -0.3991 0.1716 0.2950
H 0.79401 0.91911 2.17044 0.2876 -0.2085 -0.1623
H 0.01963 -0.57674 1.61989 -0.4089 0.0410 0.3035
H 0.84173 1.68448 -0.21118 -0.0199 0.1326 0.0626
H 1.63611 -0.18221 -1.58359 0.4681 0.0870 -0.0309
H 2.64354 0.25177 -0.15175 0.1453 0.1630 -0.1838
H 0.85345 -1.89534 0.20461 0.2157 -0.4684 0.5186
H 2.47529 -1.76298 0.64874 -0.3533 -0.0637 0.2624
H -0.18356 -2.86019 -2.45816 0.0436 -0.1919 -0.3126
H -0.52834 -1.99394 -1.31670 -0.3971 0.4667 0.0739
O -0.91796 -2.32946 -2.13637 0.2581 -0.2235 0.0628

4.
53
Properties=species:S:1:pos:R:3:forces:R:3 method="wB97M-V/def2-TZVPD" e_tot_ev=-44017.7687 total_charge=+1 fmax_ev_per_a=1.56 spin_multiplicity=6 relative_energy_kcal_mol=0.0 homo_lumo_gap_ev="8.29 / 6.25"
Ir -0.26025 0.32523 -0.04204 -0.0454 0.2628 1.5396
C -1.03922 2.03719 3.03068 0.0385 -0.0788 -0.0358
C -0.35666 0.71852 3.16358 0.0466 -0.0419 0.1091
C 0.00433 0.04008 4.32073 -0.0575 0.1130 0.0227
C 0.59151 -1.14925 3.90496 -0.0422 0.0093 0.0531
C 1.15759 -2.25372 4.72960 0.0307 -0.0049 -0.0442
N 0.56998 -1.16627 2.56641 0.0960 -0.0820 0.0807
N 0.00130 -0.02805 2.10493 -0.2701 0.2708 -0.2615
B 1.12077 -2.19325 1.55870 -0.1081 0.1452 -0.0450
N 2.15595 -1.46139 0.67402 0.0036 -0.1625 -0.0348
N 1.89857 -0.27575 0.04407 -0.3092 0.3845 -0.3863
C 3.03165 0.11968 -0.55713 0.1655 -0.0789 0.0862
C 3.19173 1.38918 -1.31952 0.0151 -0.1050 -0.0003
C 4.02298 -0.82812 -0.31291 0.0151 0.1311 -0.1040
C 3.43679 -1.80868 0.46348 0.0590 0.0237 0.0417
C 4.06489 -3.03897 1.02731 -0.0474 0.0206 0.0060
N -0.06339 -2.68733 0.70542 0.1090 -0.1888 0.0606
N -0.85732 -1.80331 0.06080 -0.0890 0.2988 -0.2697
C -1.82538 -2.47962 -0.55494 -0.0765 -0.0600 -0.0026
C -2.86784 -1.79497 -1.37504 0.1250 -0.0718 0.0172
C -1.65740 -3.83893 -0.29342 -0.0613 0.0149 -0.0193
C -0.53063 -3.93299 0.50670 -0.0917 -0.0464 -0.0336
C 0.09763 -5.15244 1.09304 0.0260 0.0850 0.0245
H -1.10450 2.51981 4.00284 -0.0058 0.0021 -0.0059
H -2.05355 1.91275 2.64713 -0.0017 0.0083 0.0276
H -0.49047 2.69546 2.35662 -0.0130 0.0079 0.0308
H -0.14075 0.37370 5.33486 0.0078 -0.0380 -0.0209
H 1.03164 -2.02340 5.78456 -0.0045 -0.0014 -0.0015
H 2.22148 -2.38879 4.53170 -0.0098 0.0091 -0.0005
H 0.65801 -3.19948 4.51889 -0.0062 0.0118 0.0046
H 1.63359 -3.10633 2.12508 -0.0164 0.0294 -0.0350
H 2.28305 1.97883 -1.31649 -0.0030 0.0069 -0.0198
H 3.46034 1.17693 -2.35371 0.0090 0.0008 0.0058
H 3.99814 1.97873 -0.88290 -0.0314 0.0190 0.0192
H 5.04416 -0.79105 -0.65534 -0.0331 -0.0265 0.0246
H 5.09610 -3.10301 0.68837 -0.0057 -0.0021 -0.0088
H 3.53987 -3.93963 0.70882 0.0039 0.0152 -0.0007
H 4.06324 -3.01818 2.11744 -0.0028 -0.0072 -0.0135
H -2.80057 -0.70878 -1.26731 -0.0381 -0.0195 0.0109
H -3.86361 -2.10987 -1.06614 -0.0124 0.0575 -0.0078
H -2.75042 -2.04828 -2.42973 -0.0171 0.0182 0.0019
H -2.28183 -4.64892 -0.63231 0.0350 0.0131 0.0103
H -0.46398 -6.03107 0.78574 0.0129 -0.0062 -0.0078
H 0.10122 -5.11054 2.18255 -0.0037 -0.0037 -0.0101
H 1.12983 -5.26653 0.76118 -0.0137 -0.0097 -0.0088
F 1.24200 0.10208 -3.04872 0.0169 0.0694 0.1461
C 0.11001 -0.40402 -2.58051 0.1143 -0.5466 -1.4239
F 0.09876 -1.71816 -2.73318 0.0638 -0.0503 0.0930
H -0.76493 0.06783 -3.05400 -0.0198 0.0739 0.3331
I 0.07726 3.51915 -0.46447 -0.1005 0.0069 -0.0049
C -1.45439 2.07348 -0.47208 0.5964 -0.3694 0.0370
H -1.90558 2.05952 -1.45992 -0.0365 -0.0219 0.0042
H -2.16611 2.31122 0.31151 -0.0165 -0.0861 0.0168

5.
16
Properties=species:S:1:pos:R:3:forces:R:3 method="wB97M-V/def2-TZVPD" e_tot_ev=-7392.8439 smiles="C=C(O)C(C)C" total_charge=0 fmax_ev_per_a=2.19 relative_energy_kcal_mol=44.3 homo_lumo_gap_ev=9.25
C -1.90105 0.49470 -0.83804 0.2516 -1.2240 -0.2222
C -0.73350 0.71183 -0.16907 -0.3369 -0.3988 -0.6295
O -0.85437 1.76672 0.66135 -0.7593 0.0359 -0.1253
C 0.56395 -0.04756 -0.25002 -0.0162 0.0752 -0.2095
C 0.29732 -1.55187 -0.05998 0.0141 -0.0466 -0.0339
C 1.65122 0.45459 0.70240 -0.0151 0.0801 -0.0045
H -1.97715 0.03007 -1.80301 0.1518 -0.7098 0.0169
H -2.78430 0.44437 -0.19792 -0.1140 0.9031 -0.4195
H -1.69627 2.01382 0.15989 0.8446 1.0441 1.7354
H 0.90119 0.09627 -1.28437 0.1064 -0.0396 0.0272
H -0.47416 -1.90132 -0.75255 0.1535 0.0630 0.1212
H -0.04527 -1.76754 0.96032 0.0694 0.1029 -0.1693
H 1.21387 -2.12544 -0.24035 -0.1239 0.1049 0.0527
H 1.36472 0.30524 1.74988 -0.0094 0.0221 -0.1874
H 1.85296 1.51888 0.55830 -0.0271 -0.1119 0.0267
H 2.58103 -0.09951 0.52726 -0.1894 0.0995 0.0212